No. 1
30
Properties=species:S:1:pos:R:3 method="wB97M-V/def2-TZVPD" multiplicity=1 mol_weight_g_mol=179.27 e_above_lowest_kj_mol=557.8 total_charge=+2 homo_lumo_gap_ev=7.87
C -9.56 1.94 0.62
C -9.58 1.71 -0.73
C -9.96 -0.72 -1.50
C -9.42 -0.52 1.16
C -9.36 0.85 1.63
C 7.90 -1.72 1.22
C 8.85 -0.79 -1.47
C 8.88 1.57 -0.59
C 7.85 -0.17 0.88
C 8.44 0.18 -0.36
N -9.61 -1.58 0.66
N -9.79 -1.85 -0.63
N -9.67 0.38 -1.09
H -9.55 2.83 1.15
H -9.58 2.29 -1.62
H -10.24 -1.11 -2.53
H -8.31 0.84 2.13
H -10.13 0.81 2.51
H 7.30 -1.76 2.18
H 7.38 -2.23 0.37
H 8.90 -2.14 1.29
H 9.05 -0.13 -2.43
H 8.02 -1.45 -1.46
H 9.73 -1.17 -1.10
H 8.27 2.30 0.13
H 9.91 1.52 -0.35
H 8.79 1.90 -1.57
H 8.19 0.51 1.62
H 6.91 0.38 0.99
H -9.62 -2.70 -1.13

No. 2
31
Properties=species:S:1:pos:R:3 method="wB97M-V/def2-TZVPD" multiplicity=1 mol_weight_g_mol=195.27 e_above_lowest_kj_mol=359.7 total_charge=0 homo_lumo_gap_ev="8.44 / 8.44"
C -2.31 2.42 -2.58
C -1.49 0.49 -2.35
C 0.03 0.46 -2.08
C 0.45 -0.37 -0.96
C 2.57 -1.20 1.15
C 1.17 0.12 2.81
C 0.23 -1.94 1.62
C -2.25 0.22 -0.10
C 0.72 0.15 0.26
C 1.13 -0.76 1.52
N -1.82 1.48 -3.31
N -2.49 2.20 -1.29
N -2.15 0.99 -1.09
O 0.83 1.48 0.54
H -2.72 3.29 -2.98
H -1.85 -0.52 -2.57
H 0.69 0.03 -2.91
H 0.30 1.57 -2.20
H 0.36 -1.36 -1.30
H 3.25 -0.32 1.09
H 3.16 -1.62 2.06
H 2.76 -1.86 0.24
H 0.40 -0.44 3.40
H 1.09 1.16 2.71
H 2.08 -0.27 3.24
H 0.63 -2.66 0.83
H 0.18 -2.50 2.58
H -0.87 -1.84 1.48
H -2.73 0.55 0.68
H -1.97 -0.87 -0.21
H 0.61 1.91 -0.27

no.,energy (a.u.)
1,-554.6992
2,-630.5756